1.
The following is a DFT calculation (wB97M-V/def2-TZVPD) of 21 unconnected molecules or ions with the total composition C15H58N4O21 in a non-equilibrium geometry.

Cartesian coordinates (Å):
O -0.487 -2.945 1.200
N 3.810 0.764 -1.649
N -3.899 -0.003 0.972
C -1.702 -2.779 1.089
C 3.645 1.286 -0.413
C -2.815 0.710 0.848
C -2.175 -1.417 1.050
C -3.549 -1.320 1.125
C 2.389 0.932 0.096
C 1.775 0.236 -0.882
N 2.654 0.074 -2.006
N -1.692 -0.076 0.850
C 2.436 -0.853 -3.149
C -2.686 -3.967 1.014
C -4.514 -2.430 1.219
C 1.799 1.238 1.414
C 0.353 -0.208 -0.776
C -3.871 -3.616 1.834
C 0.517 0.372 1.740
C -0.364 0.402 0.508
H 4.414 1.900 0.058
H -2.805 1.746 0.612
H 3.043 -1.782 -3.074
H 2.827 -0.444 -4.110
H 1.399 -1.040 -3.235
H -3.025 -4.078 -0.013
H -2.243 -4.819 1.407
H -5.368 -2.055 1.902
H -4.907 -2.652 0.234
H 1.519 2.368 1.371
H 2.482 1.147 2.179
H -0.162 0.275 -1.700
H 0.256 -1.278 -0.881
H -4.601 -4.506 1.852
H -3.586 -3.359 2.792
H 0.784 -0.580 2.016
H -0.074 0.787 2.554
H -0.536 1.472 0.340
O -3.125 4.712 1.324
H -3.668 5.398 0.816
H -3.631 4.469 2.165
O 5.524 3.991 1.713
H 6.230 4.508 2.222
H 5.925 3.106 1.430
O 5.752 0.468 -4.138
H 5.466 1.318 -4.608
H 5.644 0.608 -3.142
O -7.283 -2.224 3.888
H -7.453 -2.022 2.912
H -6.787 -1.439 4.290
O -5.544 1.674 2.129
H -6.117 2.206 1.487
H -4.930 1.080 1.587
O 1.340 5.042 1.552
H 2.180 4.610 1.189
H 0.570 4.792 0.946
O -2.950 -3.427 5.172
H -1.985 -3.484 4.873
H -3.182 -2.452 5.306
O -1.243 2.569 4.596
H -2.104 2.880 4.166
H -1.432 1.705 5.088
O -8.085 -1.148 1.336
H -7.600 -0.802 0.518
H -8.850 -0.518 1.539
O 3.588 -1.525 -6.586
H 3.223 -2.456 -6.736
H 4.517 -1.482 -6.984
O -5.348 -5.813 -0.644
H -5.330 -5.072 -1.332
H -5.678 -5.424 0.230
O -1.909 2.235 -1.895
H -1.485 2.571 -2.750
H -2.113 1.251 -2.010
O 7.368 1.700 0.496
H 8.101 1.103 0.858
H 7.626 1.983 -0.440
O 1.302 -4.901 0.155
H 0.652 -4.265 0.598
H 2.195 -4.816 0.624
O 5.568 3.754 -1.988
H 6.442 3.245 -1.995
H 4.951 3.312 -1.319
O 5.176 -3.226 -2.039
H 5.467 -2.845 -2.930
H 5.508 -2.610 -1.309
O -2.578 -0.373 -2.550
H -2.479 -1.358 -2.339
H -2.562 -0.264 -3.556
O 5.604 -2.630 -4.489
H 5.286 -3.277 -5.199
H 5.387 -1.692 -4.799
O -0.794 4.242 -0.145
H -1.034 3.560 -0.854
H -1.564 4.301 0.509
O 3.430 4.310 0.290
H 4.288 4.343 0.825
H 3.490 5.003 -0.445

As for the charge: 0. Its strongest force on any atom is 0.0749 Eh/bohr. The HOMO energy comes out at -8.51 eV. Its LUMO energy is -0.44 eV. The frontier orbital gap is 8.0741 eV.



2.
The following is a DFT calculation (wB97M-V/def2-TZVPD) of 2 unconnected molecules or ions with the total composition C15H5Cl6N2O in a non-equilibrium geometry.

Cartesian coordinates (Å):
Cl 0.257 0.443 -0.322
C 1.685 0.535 2.943
Cl 0.598 1.846 2.743
C 1.037 -0.782 3.088
O -0.149 -1.041 2.880
C 2.011 -1.792 3.565
Cl 1.351 -3.152 4.387
C 3.381 -1.517 3.528
Cl 4.470 -2.545 4.360
C 3.892 -0.385 2.812
Cl 5.557 -0.037 2.796
C 2.960 0.587 2.375
Cl 3.478 1.895 1.393
C 0.024 0.383 -2.056
C 0.670 1.572 -2.619
N 1.180 2.581 -2.931
C -1.515 0.386 -2.166
C -2.190 -0.824 -2.002
C -3.582 -0.837 -1.981
C -4.294 0.369 -2.096
C -3.604 1.571 -2.272
C -2.212 1.589 -2.289
C 0.679 -0.844 -2.598
N 1.251 -1.844 -2.790
H -1.614 -1.745 -1.990
H -4.106 -1.789 -1.858
H -5.393 0.360 -2.028
H -4.158 2.517 -2.376
H -1.662 2.503 -2.496

As for the charge: -1. Its strongest force on any atom is 0.0618 Eh/bohr. The HOMO energy comes out at -3.81 eV. Its LUMO energy is 2.30 eV. The frontier orbital gap is 6.1073 eV. As for the relative energy (zero: lowest compared OMol25 entry of this formula, charge and spin): 0.0 kcal per mole.



3.
The following is a DFT calculation (wB97M-V/def2-TZVPD) of a molecular structure, C15H5F6N5NiO8S4 in a non-equilibrium geometry.

Cartesian coordinates (Å):
Ni -1.301 0.248 -0.954
F -3.451 3.031 2.023
C -3.079 3.823 1.023
F -2.416 4.860 1.547
F -4.164 4.292 0.406
S -1.933 2.990 -0.171
O -0.977 2.393 0.720
O -1.543 4.084 -0.997
N -2.886 1.956 -0.986
S -3.648 0.802 -0.127
O -4.942 1.220 0.333
O -2.795 0.136 0.842
C -4.163 -0.310 -1.558
F -4.532 -1.487 -1.111
F -3.233 -0.429 -2.498
F -5.221 0.290 -2.126
O 0.464 -4.146 2.769
C 1.104 -3.025 2.993
O 1.893 -2.905 3.912
C 0.843 -1.862 2.086
C 1.486 -0.655 2.240
N 1.017 0.169 1.297
N 0.112 -0.416 0.525
C -0.033 -1.651 0.976
C -1.080 -2.492 0.282
O -1.249 -3.675 0.675
O -1.687 -1.923 -0.637
H -0.206 -4.079 1.970
H 2.239 -0.366 2.955
H 1.213 1.143 1.140
S 0.075 -1.190 -2.789
C 1.556 -0.642 -2.103
C 2.647 -1.464 -1.801
C 3.815 -0.936 -1.257
C 4.926 -1.808 -0.955
N 5.821 -2.496 -0.727
C 3.919 0.443 -1.018
C 2.835 1.275 -1.314
C 1.655 0.759 -1.830
S 0.258 1.724 -2.186
C 5.116 1.012 -0.454
N 6.058 1.493 0.006
H 2.576 -2.529 -1.986
H 2.915 2.342 -1.136

As for the charge: -2. Its strongest force on any atom is 0.0815 Eh/bohr. The spin multiplicity is 3. The HOMO energy (spin up / spin down) comes out at -2.14 / -2.08 eV. Its expectation value of S² is 2.01. Its LUMO energy (spin up / spin down) is 4.44 / 4.33 eV. The frontier orbital gap (spin up / spin down) is 6.5806 / 6.4024 eV. As for the relative energy (zero: lowest compared OMol25 entry of this formula, charge and spin): 59.7 kcal per mole.



4.
The following is a DFT calculation (wB97M-V/def2-TZVPD) of 15 unconnected molecules or ions with the total composition C15H60N16O15 in a non-equilibrium geometry.

Cartesian coordinates (Å):
C -2.957 3.906 0.407
O -1.824 4.776 0.150
H -2.777 2.850 0.201
H -3.550 4.159 1.285
H -3.691 4.047 -0.388
H -1.169 4.425 0.761
C -1.627 -2.296 -3.181
O -1.411 -0.898 -3.416
H -0.859 -2.855 -3.716
H -1.469 -2.431 -2.111
H -2.547 -2.650 -3.645
H -0.542 -0.743 -3.798
C 1.678 -1.774 -4.580
O 1.410 -0.534 -4.046
H 2.727 -2.053 -4.488
H 1.006 -2.463 -4.071
H 1.398 -1.719 -5.633
H 1.784 0.224 -4.500
C 4.227 0.341 -1.202
O 4.709 -0.955 -1.129
H 3.492 0.501 -0.411
H 5.071 0.999 -0.989
H 3.630 0.689 -2.045
H 4.659 -1.266 -0.223
C -1.108 2.889 -2.753
O -0.362 3.176 -1.570
H -2.189 2.999 -2.667
H -0.683 3.564 -3.498
H -0.997 1.933 -3.266
H -0.854 3.904 -1.176
C 2.538 2.156 3.050
O 2.078 1.994 1.720
H 3.482 1.639 3.218
H 2.686 3.181 3.392
H 1.875 1.727 3.803
H 1.636 2.775 1.371
C 3.080 3.473 -1.280
O 2.123 3.945 -2.225
H 4.071 3.228 -1.662
H 3.184 4.032 -0.349
H 2.759 2.478 -0.967
H 1.302 3.535 -1.931
C -0.100 -0.049 -0.333
O -0.418 -1.212 -0.201
N 0.693 0.364 -1.340
N -0.585 0.959 0.294
H 1.062 -0.184 -2.104
H 0.722 1.363 -1.478
H -0.463 1.922 0.015
H -1.260 0.691 0.998
C -2.253 -3.295 2.535
O -1.555 -2.548 3.186
N -2.352 -3.253 1.234
N -3.086 -4.156 3.058
H -1.883 -2.517 0.723
H -2.789 -4.047 0.790
H -3.876 -4.490 2.528
H -3.206 -4.064 4.056
C 3.013 -3.829 0.514
O 4.206 -4.041 0.216
N 2.291 -2.879 -0.059
N 2.294 -4.559 1.298
H 2.866 -2.240 -0.587
H 1.283 -2.842 -0.039
H 2.712 -5.378 1.711
H 1.390 -4.187 1.546
C 1.292 5.206 1.630
O 0.751 4.283 1.092
N 1.342 5.422 2.917
N 2.059 6.110 1.059
H 0.737 4.896 3.531
H 2.008 6.074 3.300
H 2.652 6.721 1.599
H 2.143 6.087 0.053
C 0.301 -5.273 -2.839
O 1.125 -4.941 -3.657
N -0.351 -6.422 -2.973
N -0.164 -4.614 -1.745
H -0.028 -7.007 -3.729
H -1.221 -6.659 -2.522
H -0.922 -4.983 -1.192
H 0.202 -3.748 -1.380
C -3.315 0.797 3.447
O -2.708 1.064 2.376
N -3.123 -0.280 4.130
N -4.377 1.373 3.870
H -3.551 -0.303 5.042
H -2.728 -1.092 3.676
H -4.905 1.695 3.071
H -4.857 1.342 4.756
C -4.045 0.401 -0.943
O -4.922 1.043 -0.385
N -3.577 -0.714 -0.460
N -3.538 0.620 -2.115
H -2.742 -1.064 -0.904
H -3.888 -0.943 0.472
H -3.836 1.510 -2.484
H -2.831 0.110 -2.628
C 1.591 -1.552 3.198
O 1.702 -2.634 3.681
N 2.587 -0.907 2.561
N 0.456 -0.939 3.095
H 2.432 0.030 2.218
H 3.485 -1.355 2.461
H -0.331 -1.496 3.402
H 0.399 -0.298 2.317

As for the charge: 0. Its strongest force on any atom is 0.1411 Eh/bohr. The HOMO energy comes out at -8.59 eV. Its LUMO energy is 0.07 eV. The frontier orbital gap is 8.6551 eV. As for the relative energy (zero: lowest compared OMol25 entry of this formula, charge and spin): 102.5 kcal per mole.



5.
The following is a DFT calculation (wB97M-V/def2-TZVPD) of 15 unconnected molecules or ions with the total composition C15H60O15 in a non-equilibrium geometry.

Cartesian coordinates (Å):
C 23.648 21.447 7.113
O 24.765 22.118 6.448
H 23.406 21.890 8.079
H 22.721 21.555 6.551
H 23.904 20.400 7.276
H 25.416 22.431 7.080
C 20.512 21.856 1.841
O 21.834 22.338 1.617
H 19.713 22.201 1.184
H 20.631 20.788 1.660
H 20.264 21.858 2.903
H 22.198 22.747 2.405
C 20.750 18.240 8.379
O 21.205 18.561 7.077
H 19.819 17.674 8.362
H 21.543 17.708 8.905
H 20.544 19.025 9.106
H 21.645 17.813 6.667
C 24.556 12.758 7.323
O 23.965 13.575 6.264
H 25.537 13.114 7.009
H 24.333 12.993 8.364
H 24.503 11.695 7.087
H 24.460 13.329 5.479
C 29.612 15.480 1.018
O 28.913 15.833 2.224
H 30.529 16.052 0.881
H 29.867 14.429 0.881
H 29.030 15.707 0.124
H 28.140 15.268 2.290
C 24.754 17.471 10.041
O 25.541 16.338 9.707
H 24.012 17.564 9.247
H 24.271 17.280 10.998
H 25.337 18.392 10.065
H 25.077 15.876 9.006
C 18.512 17.086 -0.652
O 19.730 16.948 0.062
H 18.441 16.334 -1.438
H 17.757 16.942 0.121
H 18.401 18.025 -1.194
H 19.645 17.284 0.957
C 21.481 14.104 0.408
O 21.809 15.199 -0.488
H 20.447 13.768 0.478
H 22.146 13.270 0.182
H 21.503 14.411 1.453
H 21.117 15.811 -0.225
C 19.763 17.920 3.789
O 19.037 17.462 2.699
H 20.171 18.916 3.620
H 19.164 18.080 4.686
H 20.661 17.379 4.088
H 18.350 18.126 2.604
C 21.983 11.558 9.213
O 22.735 11.354 10.347
H 22.413 10.950 8.418
H 20.948 11.217 9.191
H 21.901 12.618 8.973
H 22.325 11.751 11.119
C 18.316 20.561 6.772
O 19.389 20.671 5.881
H 18.601 20.244 7.776
H 17.615 21.395 6.792
H 17.849 19.648 6.405
H 20.045 20.016 6.133
C 25.603 13.004 3.115
O 25.919 14.298 2.680
H 26.023 12.388 2.320
H 25.918 12.689 4.110
H 24.518 12.950 3.026
H 25.518 14.498 1.831
C 23.044 16.668 4.787
O 22.308 16.395 5.986
H 22.999 17.697 4.429
H 24.084 16.360 4.896
H 22.716 16.066 3.939
H 22.672 15.569 6.313
C 20.037 12.733 4.341
O 20.480 12.419 3.046
H 19.599 13.724 4.464
H 19.226 12.046 4.582
H 20.917 12.466 4.927
H 20.588 11.485 2.853
C 27.722 20.823 4.980
O 28.653 21.308 3.974
H 26.806 20.643 4.418
H 27.928 19.818 5.349
H 27.670 21.507 5.828
H 29.548 21.344 4.319

As for the charge: 0. Its strongest force on any atom is 0.0581 Eh/bohr. The HOMO energy comes out at -9.30 eV. Its LUMO energy is 0.13 eV. The frontier orbital gap is 9.4312 eV. As for the relative energy (zero: lowest compared OMol25 entry of this formula, charge and spin): 239.0 kcal per mole.



6.
The following is a DFT calculation (wB97M-V/def2-TZVPD) of 2 unconnected molecules or ions with the total composition C15H7F6N4O8S in a non-equilibrium geometry.

Cartesian coordinates (Å):
F 4.968 0.635 2.960
C 3.957 -0.236 2.915
F 3.965 -0.958 1.794
F 3.916 -1.014 3.998
S 2.391 0.727 2.899
C 1.269 -0.675 2.943
C -0.078 -0.441 2.947
C -0.614 0.880 2.962
C -1.964 1.091 2.971
C -2.841 0.015 2.959
C -4.339 0.236 3.004
F -4.953 -0.799 2.404
F -4.721 0.308 4.290
F -4.644 1.382 2.372
C -2.345 -1.282 2.956
C -1.000 -1.521 2.945
O 1.988 1.504 4.125
O 2.041 1.348 1.570
H 1.671 -1.668 2.962
H 0.070 1.717 2.993
H -2.368 2.093 3.000
H -3.051 -2.100 2.970
H -0.625 -2.532 2.931
O 3.198 1.655 -3.736
N 3.697 0.654 -3.213
O 4.860 0.298 -3.429
C 2.893 -0.144 -2.313
C 3.412 -1.253 -1.692
C 2.633 -2.044 -0.827
N 3.187 -3.227 -0.200
O 4.187 -3.746 -0.705
O 2.623 -3.673 0.806
C 1.327 -1.711 -0.561
C 0.811 -0.575 -1.164
N -0.398 0.094 -1.142
O -1.348 -0.274 -0.417
O -0.429 1.158 -1.965
N 0.775 1.216 -2.498
C 1.545 0.207 -2.041
H 4.444 -1.525 -1.870
H 0.716 -2.346 0.058

As for the charge: -1. Its strongest force on any atom is 0.1594 Eh/bohr. The HOMO energy comes out at -3.26 eV. Its LUMO energy is 0.09 eV. The frontier orbital gap is 3.3498 eV.



7.
The following is a DFT calculation (wB97M-V/def2-TZVPD) of 2 unconnected molecules or ions with the total composition C15H8Cl2N4O3 in a non-equilibrium geometry.

Cartesian coordinates (Å):
N 0.975 -1.218 4.665
C 0.166 -1.488 3.864
C -0.824 -1.809 2.892
C -0.620 -2.802 1.971
C 0.555 -3.604 1.994
N 1.510 -4.281 2.020
C -1.662 -3.201 1.002
O -1.479 -4.141 0.232
C -2.920 -2.404 1.037
Cl -4.104 -2.841 -0.097
C -3.103 -1.379 1.923
Cl -4.518 -0.442 1.944
C -2.060 -1.001 2.918
O -2.186 -0.066 3.705
C -0.016 4.025 -2.840
C 1.014 3.437 -3.587
C 1.696 2.333 -3.080
C 1.322 1.799 -1.838
C 2.063 0.602 -1.343
N 1.387 -0.148 -0.419
N 2.009 -1.257 0.176
O 3.191 0.291 -1.721
C 0.306 2.396 -1.080
C -0.367 3.512 -1.585
H -0.542 4.895 -3.227
H 1.295 3.837 -4.560
H 2.511 1.864 -3.634
H 0.445 0.059 -0.121
H 2.101 -1.982 -0.546
H 2.958 -0.956 0.415
H 0.049 2.000 -0.094
H -1.152 3.971 -0.985

As for the charge: 0. Its strongest force on any atom is 0.0585 Eh/bohr. The HOMO energy comes out at -9.77 eV. Its LUMO energy is -3.40 eV. The frontier orbital gap is 6.3649 eV. As for the relative energy (zero: lowest compared OMol25 entry of this formula, charge and spin): 0.0 kcal per mole. The SMILES is N#CC1=C(C#N)C(=O)C(Cl)=C(Cl)C1=O.NNC(=O)c1ccccc1.



8.
The following is a DFT calculation (wB97M-V/def2-TZVPD) of a single C15H9BN2O3 molecule in a non-equilibrium geometry.

Cartesian coordinates (Å):
N 4.137 -4.634 -1.971
N 3.126 -0.635 -3.240
C 3.632 -3.813 -1.318
C 3.015 -0.964 -2.135
O -4.200 4.037 -0.231
O 0.417 -0.596 2.001
O -2.771 2.979 -1.889
B -3.109 3.213 -0.553
C 2.315 -3.477 0.600
C 1.639 -2.693 1.452
C -1.085 1.301 2.233
C 1.859 -0.871 -0.034
C -1.886 2.305 1.783
C -0.964 0.316 0.042
C 2.796 -2.989 -0.594
C 2.597 -1.626 -0.948
C 1.260 -1.369 1.145
C -0.560 0.291 1.417
C -2.219 2.285 0.433
C -1.752 1.354 -0.471
C -2.072 1.802 -1.886
H -4.590 4.077 0.662
H 2.766 -4.387 0.919
H 1.342 -3.121 2.432
H -0.697 1.438 3.266
H 1.821 0.215 -0.162
H -2.209 3.129 2.429
H -0.604 -0.469 -0.539
H -1.212 1.888 -2.553
H -2.793 1.015 -2.290

As for the charge: 0. Its strongest force on any atom is 0.0852 Eh/bohr. The HOMO energy comes out at -9.29 eV. Its LUMO energy is -0.83 eV. The frontier orbital gap is 8.4651 eV. As for the relative energy (zero: lowest compared OMol25 entry of this formula, charge and spin): 27.4 kcal per mole. The SMILES is N#Cc1ccc(Oc2ccc3c(c2)COB3O)cc1C#N.